Computed, not measured: a cluster of 2 separate species, C9H16N4O5 in total at a distorted geometry, with wB97M-V/def2-TZVPD.

- E_tot (hartree) = -947.76069
- 2S+1 = 1
- structure (SMILES) = N[C@@H](Cc1c[nH]cn1)C(=O)O.N[C@@H](CO)C(=O)O
- relative energy (zero: lowest compared OMol25 entry of this formula, charge and spin) (kJ/mol) = 323.9

Each line ends with the Mulliken charge.
Cartesian coordinates (Å):
C 0.2431 0.1444 -3.4993  0.404
C 0.0162 0.2407 -1.9613  0.270
C -0.2801 1.4459 -4.1221  -0.725
C 1.7348 -1.1503 2.0240  -0.234
C 2.2765 -0.2028 0.9246  0.484
C 0.2622 -1.5839 1.7358  -0.461
C -0.7402 -0.6893 2.4006  0.255
C -1.7604 -0.9505 3.2913  -0.834
C -1.6049 1.2023 2.9186  -0.434
H -0.3276 -0.9446 -5.0469  0.207
H -0.0262 -1.7775 -3.8786  0.228
H 1.2879 0.0294 -3.5341  0.339
H -0.4512 1.4295 -5.2111  0.360
H 0.3498 2.2163 -3.8476  0.362
H -2.1700 1.0423 -3.8129  0.345
H -1.1422 1.6949 -2.0484  0.460
H 2.9137 -0.5032 3.5601  0.293
H 1.5384 0.3652 3.3757  0.296
H 2.3284 -2.0308 1.9771  0.495
H 0.0761 -1.5599 0.6608  0.139
H 0.0927 -2.6084 2.0584  0.395
H -2.1747 -1.8545 3.7326  0.416
H -1.8479 2.2874 2.9541  0.395
H -3.0447 0.4754 4.2292  0.207
H 0.7969 1.0520 1.2727  0.687
N -0.4427 -1.0110 -4.1203  -0.677
N 1.9339 -0.5644 3.3479  -0.624
N -0.6638 0.6602 2.1759  -0.185
N -2.3083 0.2694 3.5620  -0.055
O 0.6444 -0.5034 -1.2443  -0.514
O -1.6007 1.7716 -3.5469  -0.629
O -0.9134 1.0368 -1.4709  -0.462
O 3.2891 -0.4377 0.3192  -0.667
O 1.7149 1.0085 0.8241  -0.534



Computed, not measured: a cluster of 12 separate species, C36H96O36S12 in total at a distorted geometry, with wB97M-V/def2-TZVPD.

- E_tot (hartree) = -8915.98509
- 2S+1 = 1
- structure (SMILES) = CCOS(C)(=O)=O.CCOS(C)(=O)=O.CCOS(C)(=O)=O.CCOS(C)(=O)=O.CCOS(C)(=O)=O.CCOS(C)(=O)=O.CCOS(C)(=O)=O.CCOS(C)(=O)=O.CCOS(C)(=O)=O.CCOS(C)(=O)=O.CCOS(C)(=O)=O.CCOS(C)(=O)=O
- relative energy (zero: lowest compared OMol25 entry of this formula, charge and spin) (kJ/mol) = 242.8

Each line ends with the Mulliken charge.
Cartesian coordinates (Å):
O -4.3971 -6.1687 -0.0440  -0.554
S -3.5554 -6.5861 -1.1058  1.214
O -2.9380 -7.8655 -1.1356  -0.679
O -4.5024 -6.5100 -2.4008  -0.181
C -3.9183 -6.6309 -3.6996  -0.116
C -5.0254 -6.5070 -4.6990  -1.356
C -2.3689 -5.3227 -1.4755  -1.263
H -3.4402 -7.6152 -3.7554  0.318
H -3.1162 -5.9130 -3.8750  0.248
H -4.6596 -6.5540 -5.7248  0.394
H -5.5061 -5.5255 -4.6159  0.310
H -5.8383 -7.2176 -4.5620  0.331
H -1.6901 -5.2111 -0.6395  0.403
H -2.8379 -4.3638 -1.6666  0.372
H -1.8102 -5.6929 -2.3316  0.567
O 3.6215 -2.0552 -5.1286  -0.664
S 3.1329 -1.9060 -3.8016  1.087
O 3.8564 -1.1116 -2.8581  -0.465
O 1.6684 -1.3112 -3.9553  -0.438
C 0.9160 -1.0892 -2.7321  -0.132
C -0.2015 -0.1381 -3.1176  -1.053
C 2.7785 -3.5475 -3.1920  -0.853
H 1.4935 -0.6593 -1.9160  0.468
H 0.5036 -2.0546 -2.4316  0.234
H -0.8747 -0.5466 -3.8677  0.703
H 0.2013 0.8065 -3.4818  0.162
H -0.8044 0.0646 -2.2292  0.077
H 2.0630 -3.8794 -3.9492  0.376
H 2.2797 -3.5242 -2.2326  0.124
H 3.6713 -4.1400 -3.3541  0.422
O -7.0413 4.1635 0.8890  -0.662
S -5.7659 4.4264 0.3430  1.249
O -4.7473 5.0697 1.1132  -0.638
O -5.1851 3.0573 -0.1679  -0.299
C -3.8430 3.0742 -0.7006  -0.651
C -3.2733 1.6964 -0.6477  1.270
C -5.9794 5.3135 -1.1982  -0.974
H -3.2085 3.7963 -0.1828  0.570
H -3.9461 3.4005 -1.7418  0.401
H -2.3421 1.6288 -1.2050  -1.058
H -3.9243 0.9715 -1.1422  0.682
H -3.1571 1.3702 0.3812  -0.890
H -5.0113 5.5392 -1.6316  0.279
H -6.6132 6.1764 -1.0304  0.416
H -6.4852 4.5902 -1.8360  0.326
O 4.5139 6.1806 -1.7436  -0.674
S 3.2957 6.0937 -2.4759  0.973
O 2.2905 5.2255 -1.9950  -0.503
O 2.6141 7.5398 -2.5404  -0.241
C 3.4230 8.7195 -2.3397  -0.225
C 4.4178 9.0351 -3.4247  -1.045
C 3.5994 5.8499 -4.2004  -0.900
H 3.8343 8.7416 -1.3278  0.318
H 2.6583 9.5009 -2.2853  0.323
H 5.1122 8.2204 -3.6150  0.277
H 4.9601 9.9524 -3.1901  0.371
H 3.9209 9.2963 -4.3656  0.289
H 4.0656 4.8791 -4.3259  0.303
H 4.0282 6.7245 -4.6707  0.410
H 2.5933 5.8395 -4.6329  0.283
O 2.8517 -3.4368 4.7626  -0.743
S 2.9304 -2.7236 3.5325  0.805
O 2.2499 -1.4896 3.3172  -0.499
O 4.4508 -2.4383 3.1958  -0.004
C 5.4450 -3.2075 3.8578  -0.234
C 5.5559 -4.6603 3.4248  -1.234
C 2.3809 -3.8444 2.2378  -0.854
H 5.3441 -3.1525 4.9448  0.323
H 6.4251 -2.7669 3.6816  0.355
H 6.5448 -5.0812 3.6153  0.427
H 5.4355 -4.7457 2.3418  0.297
H 4.8553 -5.3037 3.9608  0.278
H 2.4419 -3.3557 1.2774  0.115
H 1.4044 -4.1550 2.5968  0.246
H 3.1087 -4.6471 2.3519  0.560
O -6.8058 -1.6219 -0.3343  -0.695
S -6.3233 -2.6172 0.5594  1.258
O -6.4050 -2.4394 1.9588  -0.628
O -7.0520 -3.9840 0.2257  -0.285
C -7.2088 -4.3021 -1.1565  0.124
C -7.9777 -5.5908 -1.3344  -1.378
C -4.6501 -2.9864 0.1413  -0.362
H -6.2253 -4.4348 -1.6319  0.057
H -7.6749 -3.4835 -1.7115  0.374
H -8.1961 -5.7511 -2.3898  0.382
H -8.9337 -5.5699 -0.8027  0.389
H -7.4343 -6.4534 -0.9460  0.268
H -4.3514 -3.9380 0.5764  0.204
H -3.9668 -2.3201 0.6693  -0.050
H -4.5333 -2.8881 -0.9316  0.303
O -1.6826 -0.7395 0.1082  -0.206
S -0.4892 -0.9798 0.8465  0.842
O 0.1182 -2.2662 0.6917  -0.508
O 0.6324 0.0527 0.4578  -0.196
C 0.3612 1.4870 0.5441  1.710
C 1.2195 2.1622 -0.5017  -0.923
C -0.7382 -0.5807 2.5689  1.358
H 0.7232 1.7891 1.5288  0.161
H -0.6894 1.7349 0.3861  -0.729
H 1.0236 3.2367 -0.4609  0.484
H 0.9806 1.8455 -1.5180  -0.364
H 2.2793 1.9955 -0.3224  -0.153
H -1.0445 0.4605 2.7008  -0.700
H 0.2300 -0.6958 3.0465  -0.190
H -1.5591 -1.1914 2.9391  -0.151
O -1.3361 -4.3180 3.7601  -0.643
S -1.7265 -3.6143 4.9322  1.260
O -2.7434 -2.6338 4.8296  -0.652
O -2.1496 -4.6216 6.0671  -0.341
C -1.3038 -5.7526 6.3448  -0.327
C -0.6996 -5.6044 7.7402  -1.062
C -0.2609 -2.8919 5.5931  -0.195
H -0.5688 -5.9258 5.5609  0.313
H -1.9318 -6.6400 6.4354  0.396
H -0.1332 -6.4959 8.0028  0.341
H -1.5148 -5.5693 8.4688  0.317
H -0.1833 -4.6530 7.8547  0.315
H -0.4851 -2.2449 6.4386  0.397
H 0.2325 -2.3281 4.8065  -0.363
H 0.4136 -3.6640 5.9552  0.290
O 6.6450 -0.2554 3.3362  -0.489
S 6.7651 1.1609 3.2134  1.058
O 7.6642 1.7596 2.3012  -0.582
O 5.3346 1.7298 2.8527  -0.237
C 4.2393 1.3632 3.6885  -0.094
C 2.9366 1.9803 3.1719  -0.294
C 7.1028 1.7933 4.8497  -1.066
H 4.3977 1.7339 4.7065  0.366
H 4.1417 0.2809 3.7678  0.120
H 3.0693 2.3733 2.1652  0.167
H 2.6338 2.7734 3.8451  0.282
H 2.2207 1.1627 3.1215  -0.289
H 6.5325 1.2105 5.5603  0.313
H 6.8579 2.8536 4.8640  0.363
H 8.1820 1.7209 4.9506  0.409
O -2.7781 1.5623 -3.8907  -0.410
S -3.4959 2.6037 -4.5488  1.090
O -4.8713 2.6876 -4.2194  -0.610
O -2.7751 4.0036 -4.3372  -0.321
C -1.3284 4.0394 -4.3880  -0.706
C -0.7611 3.8238 -2.9870  0.597
C -3.3903 2.4011 -6.3063  -1.106
H -1.0255 5.0307 -4.7243  0.358
H -0.8875 3.3545 -5.1182  0.292
H -1.1869 4.6406 -2.3956  0.398
H 0.3225 3.8335 -2.9072  0.243
H -1.1720 2.9164 -2.5559  -0.914
H -3.9642 3.2067 -6.7539  0.365
H -3.7877 1.4225 -6.5507  0.376
H -2.3449 2.4729 -6.5963  0.332
O 8.7936 2.4249 -2.0845  -0.641
S 8.3422 1.0804 -1.9558  1.132
O 8.9167 0.1702 -1.0480  -0.596
O 6.7763 1.1246 -1.6165  -0.120
C 6.0020 2.0775 -2.3705  -0.643
C 4.6199 2.1074 -1.7190  -0.187
C 8.2939 0.3248 -3.5708  -0.939
H 5.9228 1.6784 -3.3856  0.309
H 6.4218 3.0830 -2.3788  0.469
H 4.0605 3.0077 -1.9656  -0.007
H 4.7372 2.0764 -0.6371  0.153
H 4.1299 1.2132 -2.1005  0.126
H 9.3028 -0.0403 -3.7468  0.396
H 8.0401 1.1334 -4.2486  0.313
H 7.5811 -0.4911 -3.5838  0.271
O -1.3487 1.9720 3.5566  -0.719
S -2.0487 2.9482 2.7943  1.249
O -1.4362 3.6154 1.7145  -0.645
O -3.3267 2.1933 2.2207  -0.430
C -4.1714 1.4689 3.1250  -0.755
C -4.4806 0.1435 2.4513  -0.705
C -2.8739 4.0900 3.8883  -0.975
H -5.0943 2.0506 3.2236  0.307
H -3.8081 1.3134 4.1432  0.557
H -5.1762 -0.4314 3.0578  0.627
H -3.5558 -0.4252 2.3642  -0.169
H -4.9325 0.3689 1.4872  0.201
H -3.7065 4.5295 3.3459  0.250
H -2.1769 4.8164 4.2925  0.430
H -3.2465 3.4748 4.7046  0.415



Computed, not measured: a cluster of 8 separate species, C42H77ClN14 in total at a distorted geometry, with wB97M-V/def2-TZVPD.

- E_tot (hartree) = -2871.06127
- total charge = +6
- 2S+1 = 1
- relative energy (zero: lowest compared OMol25 entry of this formula, charge and spin) (kJ/mol) = 964.3

Each line ends with the Mulliken charge.
Cartesian coordinates (Å):
C 6.5665 7.6823 9.0645  -1.047
C 6.8880 7.7994 7.5404  -0.501
N 8.3203 8.0582 7.2530  0.116
C 8.8764 9.1194 6.6781  -0.102
C 10.2182 8.8311 6.4582  -0.452
N 10.4497 7.5846 7.0265  0.050
C 9.2931 7.1279 7.5104  -0.151
C 11.7192 6.7058 6.9265  -0.697
H 5.4324 7.5957 9.2449  0.333
H 6.7619 8.6018 9.5736  0.352
H 7.0985 6.8763 9.5869  0.341
H 6.2683 8.5480 7.1361  0.358
H 6.7097 6.8479 7.0238  0.307
H 8.4576 10.0805 6.4332  0.407
H 10.9824 9.4848 6.1141  0.410
H 9.0697 6.2215 8.0283  0.365
H 11.6551 6.0752 6.0086  0.298
H 11.6140 6.1767 7.8773  0.300
H 12.6086 7.3256 6.7186  0.313
C 4.7417 -5.3779 -9.5842  -0.526
C 3.2933 -5.2228 -10.1670  -0.562
N 2.6428 -6.5032 -10.1722  0.217
C 1.9219 -7.0249 -11.1689  -0.394
C 1.7347 -8.3527 -10.8891  -0.271
N 2.3199 -8.5770 -9.7568  0.990
C 2.9696 -7.4881 -9.3533  -0.675
C 2.1714 -9.8052 -8.8527  -1.395
H -0.6490 -8.9254 -7.0646  -0.506
H 4.8005 -5.6920 -8.4691  0.348
H 5.2424 -4.4816 -9.8857  0.380
H 3.4084 -4.9644 -11.1763  0.379
H 2.6476 -4.5283 -9.6705  0.319
H 1.8682 -6.4755 -12.1601  0.314
H 1.3205 -9.0893 -11.5325  0.356
H 3.6788 -7.4164 -8.5480  -0.006
H 1.1154 -9.8913 -8.7125  0.767
H 2.7985 -9.5977 -7.9588  0.032
H 2.6200 -10.6211 -9.3691  0.355
C -10.0839 5.8641 -1.7788  -1.126
C -8.8392 6.7525 -2.0992  -0.188
N -8.1000 7.1605 -0.8592  0.164
C -6.8364 7.7226 -0.7952  -0.391
C -6.5857 8.1721 0.4242  -0.410
N -7.6966 7.8438 1.2016  0.137
C -8.5272 7.1532 0.4483  0.017
C -7.8199 8.0186 2.5835  -0.860
H -9.8272 4.8696 -1.3636  0.325
H -10.6225 5.7513 -2.6847  0.374
H -10.6403 6.3908 -0.9351  0.328
H -9.0899 7.7892 -2.4707  0.316
H -8.0727 6.3565 -2.8944  0.295
H -6.0459 7.7400 -1.4881  0.385
H -5.6344 8.3684 0.7736  0.412
H -9.4934 6.7108 0.7194  0.229
H -6.9899 7.3592 3.0402  0.346
H -8.7802 7.6150 3.0153  0.313
H -7.9351 9.0635 2.9093  0.334
C -8.4448 -4.5034 1.8868  -1.325
C -8.0132 -4.6547 3.3263  -0.193
N -6.8163 -5.6078 3.3851  0.045
C -6.4485 -6.1986 4.5669  -0.470
C -5.5052 -7.1304 4.2294  -0.338
N -5.3929 -7.0724 2.8542  0.069
C -6.2166 -6.1776 2.3570  0.076
C -4.4066 -7.8352 2.0214  -0.751
H -8.8383 -5.4648 1.5075  0.375
H -7.6202 -4.1816 1.2693  0.365
H -9.3273 -3.8695 1.7253  0.360
H -8.6956 -5.0854 4.0292  0.360
H -7.6616 -3.7376 3.8349  0.316
H -6.9501 -6.0026 5.4743  0.446
H -4.8950 -7.8259 4.8545  0.404
H -6.4674 -6.1477 1.2954  0.325
H -3.4033 -7.4565 2.2904  0.314
H -4.7305 -7.6129 0.9625  0.257
H -4.5430 -8.8459 2.3412  0.364
C 8.5222 4.8042 -5.7348  -1.190
C 8.2099 3.4809 -5.0094  -0.218
N 8.6443 3.6402 -3.5348  0.115
C 8.2431 4.5219 -2.5902  -0.316
C 8.7745 4.1118 -1.3886  -0.345
N 9.5193 3.0439 -1.6112  0.042
C 9.4434 2.7753 -2.8964  -0.034
C 10.2772 2.2498 -0.5865  -0.853
H 7.7465 5.5869 -5.6146  0.345
H 8.5335 4.6834 -6.8657  0.357
H 9.4760 5.1653 -5.5280  0.414
H 8.8827 2.6437 -5.3213  0.269
H 7.1351 3.1631 -4.9809  0.285
H 7.9468 5.5383 -2.9911  0.325
H 8.6587 4.3990 -0.3603  0.431
H 10.0537 1.9981 -3.3500  0.333
H 10.5777 1.3279 -1.0735  0.308
H 9.4782 2.0036 0.0830  0.388
H 11.0567 2.8939 -0.2874  0.345
C -0.5133 -3.8932 9.3303  -1.171
C -0.7667 -4.4009 10.7814  -0.231
N 0.4888 -4.9310 11.3305  0.090
C 1.0629 -4.4223 12.5010  -0.096
C 2.3161 -4.9032 12.4807  -0.713
N 2.5231 -5.7907 11.4268  0.121
C 1.4075 -5.7462 10.7501  -0.031
C 3.7952 -6.3810 10.8682  -0.866
H -0.4336 -4.6244 8.5302  0.356
H 0.4305 -3.3791 9.2798  0.389
H -1.3306 -3.2640 8.8151  0.311
H -1.5095 -5.1495 10.9243  0.298
H -0.9285 -3.4831 11.4204  0.262
H 0.5251 -3.7523 13.1883  0.432
H 3.0331 -4.6868 13.2059  0.443
H 1.2588 -6.1631 9.7313  0.325
H 4.4109 -5.6685 10.5226  0.412
H 3.5659 -7.2062 10.1996  0.328
H 4.4461 -6.7969 11.6836  0.342
C -4.6271 1.3186 -6.9093  -1.308
C -5.7128 1.2223 -7.9700  -0.292
N -6.8566 0.4727 -7.7132  0.218
C -7.5855 0.3046 -6.4559  -0.432
C -8.6948 -0.2961 -6.7082  -0.402
N -8.7460 -0.4571 -8.1334  0.099
C -7.6269 -0.0099 -8.5961  0.021
C -9.8522 -1.0438 -8.7615  -0.834
H -3.8443 1.9422 -7.2967  0.375
H -4.3117 0.2737 -6.9243  0.352
H -4.8247 1.7094 -5.9160  0.363
H -5.2047 1.0704 -8.9549  0.391
H -5.9239 2.2986 -8.0789  0.310
H -7.3261 0.6224 -5.4504  0.318
H -9.3920 -0.6392 -5.9610  0.420
H -7.4253 0.0437 -9.6378  0.371
H -9.8476 -0.7914 -9.7751  0.353
H -10.8526 -0.8005 -8.3336  0.301
H -9.5662 -2.1086 -8.7558  0.378
Cl 5.6201 -6.5202 -10.6665  -0.124